No. 1
{"formula": "H26O13", "method": "ωB97M-V/def2-TZVPD", "e_lumo_ev": -0.5, "multiplicity": 1, "e_above_lowest_kcal_mol": 52.8, "homo_energy_ha": -0.367, "elements": ["O", "H", "H", "O", "H", "H", "O", "H", "H", "O", "H", "H", "O", "H", "H", "O", "H", "H", "O", "H", "H", "O", "H", "H", "O", "H", "H", "O", "H", "H", "O", "H", "H", "O", "H", "H", "O", "H", "H"], "coordinates": [[-6.654, -17.468, -11.580], [-7.582, -17.296, -11.443], [-6.202, -17.232, -10.787], [-7.250, -19.733, -13.398], [-7.401, -18.927, -13.975], [-7.641, -19.508, -12.556], [-7.227, -18.119, -6.359], [-8.164, -18.051, -6.460], [-7.126, -19.083, -6.277], [-9.298, -18.352, -11.767], [-9.615, -17.758, -11.105], [-9.505, -17.850, -12.555], [-6.198, -21.282, -8.569], [-6.648, -21.195, -9.415], [-5.272, -21.512, -8.781], [-7.788, -20.891, -10.945], [-8.441, -21.610, -11.053], [-8.162, -20.252, -10.322], [-8.558, -18.912, -9.168], [-8.827, -19.599, -8.489], [-9.091, -18.982, -9.984], [-5.566, -18.630, -8.358], [-5.785, -19.473, -8.651], [-6.318, -18.340, -7.780], [-9.930, -20.595, -13.104], [-9.109, -20.696, -13.557], [-9.739, -19.793, -12.556], [-10.083, -17.534, -7.156], [-10.436, -17.735, -8.015], [-9.989, -16.594, -7.115], [-11.232, -18.442, -9.824], [-11.479, -18.849, -10.647], [-11.732, -17.632, -9.809], [-9.326, -20.667, -7.382], [-10.118, -20.878, -6.872], [-8.878, -21.519, -7.428], [-7.842, -16.408, -8.746], [-7.143, -16.301, -8.075], [-7.940, -17.375, -8.833]], "nbo_charge": [-0.954, 0.458, 0.493, -0.950, 0.460, 0.491, -0.946, 0.497, 0.481, -0.969, 0.499, 0.501, -0.983, 0.498, 0.485, -0.969, 0.488, 0.476, -0.999, 0.519, 0.479, -0.996, 0.468, 0.474, -0.985, 0.488, 0.466, -0.962, 0.483, 0.483, -0.961, 0.492, 0.481, -0.950, 0.499, 0.496, -1.005, 0.479, 0.497]}



No. 2
{"formula": "H4N2O3Si", "method": "ωB97M-V/def2-TZVPD", "e_lumo_ev": 0.3, "multiplicity": 1, "e_above_lowest_kcal_mol": 31.6, "smiles": "N[SiH]=O.O=NO", "homo_energy_ha": -0.368, "elements": ["N", "Si", "O", "H", "H", "H", "O", "N", "O", "H"], "coordinates": [[0.807, -0.793, -0.173], [0.676, 0.889, -0.067], [-0.578, 1.766, -0.004], [1.659, -1.307, -0.197], [-0.038, -1.271, -0.310], [2.018, 1.184, -0.129], [-3.991, -0.898, -0.018], [-3.072, -0.207, 0.294], [-3.255, 1.077, -0.086], [-2.452, 1.500, -0.168]], "nbo_charge": [-1.291, 1.956, -1.218, 0.417, 0.409, -0.263, -0.305, 0.327, -0.543, 0.511]}



No. 3
{"formula": "FNO2", "method": "ωB97M-V/def2-TZVPD", "e_lumo_ev": [-1.8, -2.4], "multiplicity": 1, "e_above_lowest_kcal_mol": 62.7, "homo_energy_ha": [-0.435, -0.450], "elements": ["N", "O", "O", "F"], "coordinates": [[0.817, -0.182, -0.048], [-0.282, -0.593, 0.042], [1.287, 0.934, 0.020], [-1.822, -0.159, -0.015]], "nbo_charge": [0.536, -0.029, -0.257, -0.250]}